# 1
Formula: C4H15N2OS
Source: the OMol25 dataset
Level of theory: the ωB97M-V functional and the def2-TZVPD basis

The geometry in XYZ format:
```
23
Properties=species:S:1:pos:R:3:forces:R:3:lowdin_charge:R:1
C -0.716803 -1.220557 0.557998 1.21 -0.03 -0.76 -0.16
N 0.137053 -0.084248 0.889980 0.64 -0.79 0.58 -0.12
C 0.606869 0.780479 -0.168404 2.67 0.66 2.02 -0.34
C -0.510357 1.460942 -0.831721 -1.60 3.02 -1.95 -0.57
S -0.582290 1.369042 -2.663643 -0.41 -1.28 -0.28 0.72
C 0.154991 -2.061392 -0.457459 -0.02 -0.64 0.85 -0.10
N 1.380047 -2.528597 0.358324 -0.50 -0.65 -0.24 0.17
H -1.658277 -0.919999 0.026027 0.42 -0.69 0.82 0.13
H -0.790398 -1.785931 1.552268 -0.75 0.49 -1.68 0.15
H -0.240632 0.534935 1.608148 -0.03 -0.47 0.00 0.11
H 1.456945 0.487126 -0.794040 -1.01 -1.50 -0.89 0.11
H 1.408727 1.350463 0.403347 -1.79 1.00 -0.21 0.15
H -1.534300 1.139323 -0.588646 0.60 -0.81 0.23 0.06
H -0.666989 2.534237 -0.591013 0.91 -0.54 -0.17 0.07
H -0.085892 2.482489 -3.175473 0.39 0.63 0.48 -0.16
H 0.583148 -1.602170 -1.338661 -0.25 1.05 0.16 0.11
H -0.317900 -2.937875 -0.903443 -0.22 -0.16 0.65 0.13
H 2.203322 -2.681400 -0.236538 -0.24 0.08 0.22 0.17
H 1.138217 -3.442742 0.794049 0.44 0.91 0.03 0.18
H 1.594369 -1.780583 1.057428 -0.32 -0.35 -0.30 0.16
H -0.814557 3.652366 1.730070 -0.37 -0.54 -0.13 0.07
H -1.653488 2.534369 1.012558 -0.38 0.43 -0.19 0.01
O -1.091803 2.719723 1.758844 0.59 0.18 0.76 -0.05
```
Positions in Å, forces in eV/Å.

The calculation puts the HOMO-LUMO gap at 8.75 eV. The total charge is +1.

# 2
Formula: C4H15N3O
Source: the OMol25 dataset
Level of theory: the ωB97M-V functional and the def2-TZVPD basis

The geometry in XYZ format:
```
23
Properties=species:S:1:pos:R:3:forces:R:3:lowdin_charge:R:1
C 0.631900 0.387274 -0.390835 -0.91 2.10 -0.09 -0.16
C 0.296562 -0.956412 -1.016238 1.13 -0.19 0.65 -0.15
C -0.561184 -1.923658 -0.128436 1.53 0.83 -2.34 -0.11
N -2.218512 -0.032405 1.492922 -0.35 -0.62 -0.28 0.21
C -2.656992 -0.835359 0.541670 -0.69 0.57 -0.05 -0.11
N -1.972364 -1.576005 -0.295719 -0.27 -0.55 1.92 0.10
N 1.765477 1.078496 -1.192193 -0.47 -2.21 1.87 0.21
H -0.209447 1.097043 -0.466100 0.05 -0.38 -0.21 0.13
H 0.874505 0.499445 0.673939 0.57 -0.75 -0.32 0.12
H -0.088461 -0.679179 -1.997393 -0.49 -0.77 -0.06 0.13
H 1.235338 -1.514851 -1.182718 -0.19 0.24 -0.03 0.13
H -0.076622 -1.934504 0.845656 -0.99 0.32 0.62 0.14
H -0.308493 -2.922793 -0.500332 -0.88 0.08 -0.07 0.14
H -2.937739 0.525805 1.940638 0.35 -0.13 0.30 0.15
H -1.359006 -0.207411 1.979595 0.36 0.27 0.13 0.13
H -3.741116 -0.809607 0.438869 0.17 0.01 -0.54 0.18
H -2.568578 -2.127928 -0.897511 0.33 -0.27 -0.23 0.18
H 2.385881 0.271506 -1.293719 0.60 0.56 -0.69 0.16
H 2.225026 1.731184 -0.528544 0.06 0.61 -0.30 0.11
H 1.461312 1.428500 -2.092790 0.16 0.34 -0.12 0.18
H 3.090057 2.454900 1.809924 0.75 -0.44 0.50 0.07
H 2.090418 3.396715 1.265075 0.02 0.13 -0.37 0.08
O 2.642045 2.649254 0.994248 -0.84 0.25 -0.30 -0.02
```
Positions in Å, forces in eV/Å.

The calculation puts the HOMO-LUMO gap at 12.07 eV. The total charge is +2.

# 3
Formula: C4H15N4
Source: the OMol25 dataset
Level of theory: the ωB97M-V functional and the def2-TZVPD basis

The geometry in XYZ format:
```
23
Properties=species:S:1:pos:R:3:forces:R:3:lowdin_charge:R:1
C -1.412510 1.963239 0.249164 3.34 -0.32 0.92 -0.07
C 1.765175 1.282178 -0.222418 -0.95 1.37 0.00 -0.09
C 1.957292 -1.056128 0.290036 3.43 -1.72 0.38 -0.16
C -0.848295 -0.316079 -0.784951 -2.73 -0.97 0.75 -0.09
N -2.201207 -1.946461 0.403490 -1.53 -1.03 -0.36 -0.01
N -1.652626 0.579430 -0.138845 -0.33 -0.65 0.53 -0.04
N -1.302802 -1.636987 -0.654539 0.67 0.67 0.23 -0.06
N 1.100090 0.062130 0.293871 -0.32 1.11 0.30 -0.24
H -0.591153 1.917497 1.067704 -1.26 0.50 -1.12 0.11
H -1.046871 2.701237 -0.491613 -0.61 -0.75 0.05 0.10
H -2.294145 2.249059 0.742654 -1.10 0.89 0.32 0.07
H 0.898181 1.848174 -0.674268 1.44 0.00 0.26 0.06
H 2.279613 1.956490 0.553838 -0.79 -1.19 -0.93 0.12
H 2.503198 1.067374 -1.030182 -0.66 -0.14 0.71 0.10
H 2.814421 -0.976633 1.089087 -1.21 0.07 -1.49 0.12
H 1.457512 -1.990172 0.606439 -0.04 0.36 -0.64 0.07
H 2.497656 -1.149896 -0.760612 -1.31 -0.08 2.17 0.13
H -0.216101 -0.062430 -1.660557 -0.75 -0.15 0.81 0.16
H -1.760241 -2.430914 1.223118 -0.48 0.35 -1.51 0.11
H -3.126054 -2.439736 0.057334 2.80 1.29 0.86 0.16
H -2.323549 0.229662 0.621387 1.51 -0.53 -2.12 0.16
H -1.037413 -2.406723 -1.287845 0.16 1.03 0.52 0.16
H 0.646436 0.225068 1.208273 0.71 -0.11 -0.64 0.13
```
Positions in Å, forces in eV/Å.

The calculation puts the HOMO-LUMO gap at 10.27 eV. The total charge is +1.

# 4
Formula: C4H15NO2
Source: the OMol25 dataset
Level of theory: the ωB97M-V functional and the def2-TZVPD basis

The geometry in XYZ format:
```
22
Properties=species:S:1:pos:R:3:forces:R:3:lowdin_charge:R:1
C -0.981645 0.903631 0.379433 0.60 -0.90 0.24 -0.08
C -0.196108 -0.411170 0.154249 -1.67 -0.20 -0.26 -0.30
N 1.189212 -0.192066 -0.189336 0.22 -0.73 1.62 -0.30
C 1.826763 -1.471839 -0.578550 0.10 1.26 0.07 -0.09
C 1.886736 0.268455 1.028368 0.60 1.12 -0.34 -0.10
H -0.448041 1.725175 -0.086853 -0.11 0.21 -0.11 0.07
H -1.021877 1.060882 1.460995 -0.37 0.38 -0.24 0.07
H -1.969817 0.785395 -0.068421 -0.01 0.30 0.28 0.06
H -0.401494 -1.065087 1.035017 0.71 0.18 -0.15 0.12
H -0.685657 -0.963529 -0.651175 0.24 0.09 -0.31 0.11
H 1.663752 -2.237891 0.177265 -0.21 -0.33 -0.02 0.08
H 1.480304 -1.754554 -1.567887 -0.10 -0.32 0.05 0.08
H 2.893600 -1.268705 -0.603602 0.19 -0.19 -0.25 0.09
H 2.147735 -0.528079 1.737033 -0.11 -0.08 -0.16 0.09
H 1.370723 1.057994 1.584897 -0.50 -0.35 -0.25 0.08
H 2.784874 0.804517 0.711421 0.33 -0.44 0.06 0.09
O -5.482286 0.817261 1.329885 -0.60 0.65 0.51 -0.04
H -5.486478 -0.063437 0.979687 0.24 -0.57 -0.33 0.02
H -4.634224 1.215238 1.152250 0.38 -0.07 -0.18 0.02
O 1.259550 0.653811 -2.929943 -0.56 1.10 -0.57 -0.07
H 1.707861 -0.175359 -3.066836 0.14 -0.22 0.52 0.01
H 1.096507 0.839347 -1.987887 0.51 -0.88 -0.19 0.01
```
Positions in Å, forces in eV/Å.

The calculation puts the HOMO-LUMO gap at 10.19 eV. As for the SMILES: CCN(C)C.O.O.

# 5
Formula: C4H15NO2
Source: the OMol25 dataset
Level of theory: the ωB97M-V functional and the def2-TZVPD basis

The geometry in XYZ format:
```
22
Properties=species:S:1:pos:R:3:forces:R:3:lowdin_charge:R:1
C -1.214679 1.161592 2.686193 -2.45 -1.43 -2.01 -0.09
C -0.989657 1.484236 1.159204 0.55 -0.03 0.98 -0.29
C -0.536237 0.276318 0.405874 2.73 -1.16 2.01 -0.29
C -1.204302 0.205751 -0.917254 -1.76 -0.55 -0.99 -0.34
N -1.152290 -1.039466 -1.635246 2.91 -1.55 -0.61 -0.03
H -0.611165 0.379444 3.119128 0.72 0.04 -0.08 0.06
H -2.302677 0.754700 2.838622 1.81 0.79 -0.44 0.11
H -1.163002 2.058691 3.192112 0.23 1.71 1.60 0.02
H -1.948263 1.680974 0.720334 -0.58 0.97 0.07 0.08
H -0.269647 2.311697 0.931746 -0.85 -0.34 0.61 0.12
H 0.645979 0.190744 0.656478 -2.40 -0.13 -1.50 0.16
H -0.994876 -0.574682 0.919230 0.48 -0.26 0.10 0.10
H -1.101521 1.022904 -1.624080 0.37 0.78 0.33 0.11
H -2.283731 0.213677 -0.542571 1.05 0.37 -0.88 0.14
H -2.032326 -1.301161 -1.998348 -0.42 -0.39 -0.70 0.04
H -0.290661 -1.356112 -2.219812 -2.41 1.17 1.53 0.12
O 1.894100 -2.988464 -0.908173 -0.39 -1.61 -1.95 -0.03
H 2.145898 -2.162286 -1.285061 0.40 1.02 0.28 0.00
H 1.867630 -3.020409 0.020277 0.08 0.64 1.60 0.01
O 3.726768 0.104443 -2.188547 -1.01 0.79 1.42 -0.09
H 3.183915 0.584593 -1.482987 1.43 -0.98 -1.42 0.07
H 4.630738 0.012805 -1.847113 -0.51 0.15 0.05 0.04
```
Positions in Å, forces in eV/Å.

The calculation puts the HOMO-LUMO gap at 9.22 eV. As for the SMILES: CCCCN.O.O.

# 6
Formula: C4H15NO2
Source: the OMol25 dataset
Level of theory: the ωB97M-V functional and the def2-TZVPD basis

The geometry in XYZ format:
```
22
Properties=species:S:1:pos:R:3:forces:R:3:lowdin_charge:R:1
C -1.403226 -0.676390 -1.141945 -0.15 0.23 0.50 -0.10
C -1.430404 -0.096804 0.276973 -0.40 0.02 0.16 -0.24
C -0.115842 -0.252767 1.033104 0.15 0.40 -0.29 -0.25
N 0.861943 0.791965 0.633426 -0.58 -0.82 0.27 -0.12
C 2.015292 0.811001 1.536258 -0.09 0.52 0.19 -0.14
H -1.112332 -1.723700 -1.213494 0.04 -0.06 0.31 0.05
H -2.375669 -0.603990 -1.620285 -0.04 0.20 -0.13 0.07
H -0.684021 -0.086275 -1.688066 0.20 0.08 -0.65 0.06
H -1.634734 0.979153 0.217449 0.08 -0.07 -0.09 0.10
H -2.280012 -0.466534 0.866574 0.31 -0.36 -0.12 0.11
H -0.276214 -0.175907 2.100026 -0.10 0.20 0.27 0.11
H 0.311335 -1.247828 0.875595 -0.04 -0.29 0.01 0.10
H 1.166866 0.499194 -0.288800 0.26 0.39 -0.03 0.09
H 1.708600 0.635090 2.565727 -0.33 -0.13 0.01 0.07
H 2.761093 0.047996 1.314740 0.26 0.10 -0.13 0.08
H 2.433039 1.823741 1.572574 0.31 -0.32 -0.35 0.08
O -0.830811 3.303357 -1.550848 0.00 0.13 0.10 -0.06
H -0.590948 3.875768 -0.809690 -0.03 -0.21 -0.17 0.04
H -0.639073 2.411911 -1.240775 0.09 0.06 0.14 -0.01
O 0.801258 -3.633847 -0.968848 -0.10 0.34 -0.81 -0.07
H 0.620054 -2.785170 -0.550428 0.03 -0.09 0.13 -0.01
H 0.693815 -3.429954 -1.919260 0.12 -0.30 0.67 0.05
```
Positions in Å, forces in eV/Å.

The calculation puts the HOMO-LUMO gap at 10.18 eV. As for the SMILES: CCCNC.O.O.

Question: Look up the HOMO-LUMO gap of the second one.
Answer: 12.07 eV

Question: Number 6 is which compound?
Answer: C4H15NO2